Computed, not measured: 2 unconnected molecules or ions with the total composition C10H9O4 at a distorted geometry, with ωB97M-V/def2-TZVPD.

Atoms and positions in Å:
C: -1.2671 2.0918 -1.8991
C: 0.1371 2.1382 -1.5806
C: -2.1242 1.3094 -1.0853
C: 0.4859 1.3813 -0.4822
C: -1.7456 0.5511 0.0180
C: -0.4132 0.6541 0.3401
C: -0.1517 -2.5941 0.1699
C: 0.7097 -1.6160 0.4295
C: 2.1306 -1.7023 -0.0347
C: 0.1392 0.0170 1.6191
O: 2.6081 -2.5226 -0.8179
O: 2.9221 -0.6689 0.3865
O: 1.2688 0.3351 2.1689
O: -0.7753 -0.5003 2.5042
H: -1.6572 2.6942 -2.7315
H: 0.6639 2.3800 -2.4808
H: -3.1137 1.3698 -1.4781
H: 1.4947 1.4228 -0.1471
H: -2.4137 0.0668 0.6664
H: -1.1848 -2.4763 0.3293
H: 0.2431 -3.5295 -0.2443
H: 2.3473 -0.1713 0.9987
H: -0.3039 -0.6303 3.3511

Output
HOMO = -3.537 eV
Net charge = -1
Energy = -687.404349 hartree
Maximum force = 0.082 Eh/bohr
Multiplicity = 1
Kohn-Sham gap = 7.045 eV
Relative energy (zero: lowest compared OMol25 entry of this formula, charge and spin) = 1.082 eV